Here is a cluster of 13 separate species, C37H97FN6O12PS2 in total in a non-equilibrium geometry from the OMol25 dataset. Energies are from wB97M-V/def2-TZVPD.

```
156
Properties=species:S:1:pos:R:3
N -0.28 3.66 2.65
C 0.70 4.06 1.66
C 0.06 4.42 0.34
C -0.88 3.29 -0.09
C -0.73 2.97 -1.59
N -1.69 3.91 -2.30
P -0.77 4.75 -3.57
S 0.50 6.03 -2.92
C -2.62 3.02 -2.86
N -3.56 3.56 -3.62
S -4.76 2.71 -4.50
N -2.45 1.75 -2.63
C -3.54 0.97 -2.02
C -3.81 1.24 -0.56
C -4.76 2.37 -0.24
C -4.52 2.83 1.16
C -4.88 1.73 2.14
C -3.78 0.71 2.44
C -4.20 -0.74 2.10
C -3.27 -1.48 1.13
C -2.94 -2.91 1.53
C -1.80 -3.46 0.66
C -0.52 -3.74 1.41
C 0.17 -2.52 2.03
N -0.27 -2.32 3.40
C -0.97 -1.25 3.82
C -1.23 -1.39 5.12
C -0.65 -2.59 5.52
C -0.08 -3.15 4.46
C -1.05 1.58 -2.09
C -0.22 1.26 -3.37
N -0.41 -0.11 -3.82
C -0.81 0.42 -1.16
C 0.63 0.07 -1.00
F 1.43 1.20 -0.89
H 0.14 3.18 3.42
H -0.84 4.44 2.97
H 1.22 4.94 2.03
H 1.39 3.26 1.48
H 0.84 4.60 -0.38
H -0.53 5.29 0.53
H -1.88 3.67 0.03
H -0.82 2.43 0.55
H 0.29 3.24 -1.82
H -1.73 5.36 -4.38
H -0.14 3.79 -4.37
H -3.59 4.56 -3.71
H -3.99 1.77 -5.06
H -4.46 1.09 -2.56
H -3.29 -0.07 -2.11
H -4.24 0.33 -0.19
H -2.90 1.39 0.01
H -4.72 3.17 -0.97
H -5.77 1.98 -0.29
H -5.13 3.69 1.37
H -3.49 3.12 1.34
H -5.11 2.23 3.07
H -5.79 1.24 1.83
H -3.59 0.75 3.50
H -2.84 0.96 1.97
H -4.30 -1.34 2.99
H -5.19 -0.68 1.67
H -2.35 -0.92 1.06
H -3.75 -1.53 0.17
H -3.80 -3.51 1.29
H -2.70 -3.01 2.58
H -2.12 -4.40 0.23
H -1.61 -2.79 -0.16
H 0.19 -4.19 0.73
H -0.68 -4.45 2.20
H 1.24 -2.61 1.97
H -0.12 -1.63 1.50
H -1.19 -0.48 3.12
H -1.78 -0.69 5.70
H -0.68 -2.95 6.51
H 0.44 -4.07 4.41
H -0.60 1.91 -4.15
H 0.82 1.49 -3.22
H 0.47 -0.40 -4.20
H -1.13 -0.16 -4.52
H -1.19 0.60 -0.17
H -1.30 -0.47 -1.49
H 0.75 -0.51 -0.10
H 0.99 -0.53 -1.81
C -1.87 -6.78 -1.80
O -2.70 -6.33 -0.73
H -1.30 -5.92 -2.15
H -1.18 -7.55 -1.46
H -2.47 -7.17 -2.63
H -3.21 -7.09 -0.42
C -5.15 -4.13 -1.44
O -5.98 -3.65 -0.38
H -4.56 -3.29 -1.81
H -4.47 -4.91 -1.08
H -5.76 -4.52 -2.26
H -6.50 -4.39 -0.06
C 3.56 -1.29 -4.73
O 2.53 -0.32 -4.44
H 3.10 -2.16 -5.18
H 4.30 -0.87 -5.41
H 4.05 -1.58 -3.80
H 2.96 0.43 -4.03
C -4.58 -3.59 5.17
O -5.41 -3.74 4.01
H -3.85 -4.39 5.15
H -4.06 -2.64 5.16
H -5.18 -3.68 6.08
H -6.06 -3.03 4.02
C 3.78 -1.34 -1.04
O 3.85 0.05 -1.39
H 4.65 -1.84 -1.44
H 3.76 -1.47 0.04
H 2.88 -1.79 -1.48
H 3.07 0.49 -1.04
C 3.36 2.23 -7.05
O 2.33 2.41 -6.08
H 3.56 3.20 -7.50
H 4.28 1.86 -6.58
H 3.05 1.53 -7.82
H 2.16 1.55 -5.68
C 7.40 -1.75 -6.20
O 6.39 -0.78 -5.93
H 6.91 -2.62 -6.65
H 8.14 -1.36 -6.90
H 7.90 -2.06 -5.28
H 6.82 -0.02 -5.53
C 2.02 -2.00 8.02
O 1.32 -3.17 8.42
H 1.65 -1.71 7.04
H 1.84 -1.18 8.72
H 3.09 -2.20 7.95
H 1.64 -3.43 9.29
C 3.06 2.60 3.76
O 2.25 3.00 4.87
H 3.29 3.49 3.18
H 3.99 2.13 4.09
H 2.51 1.89 3.13
H 2.04 2.21 5.38
C 7.36 -3.37 -1.52
O 6.07 -3.90 -1.83
H 7.41 -3.23 -0.45
H 8.15 -4.05 -1.83
H 7.51 -2.40 -2.01
H 6.03 -4.02 -2.78
C 2.56 7.55 0.98
O 1.19 7.17 0.95
H 2.85 7.67 2.03
H 3.19 6.78 0.53
H 2.72 8.49 0.46
H 0.94 7.06 0.03
C 6.08 0.55 2.30
O 4.71 0.15 2.30
H 6.38 0.71 3.33
H 6.71 -0.22 1.86
H 6.22 1.48 1.75
H 4.45 0.02 1.39
```

HOMO-LUMO gap ... 7.12 eV
Total charge ... +1
Largest force on an atom ... 3.15 eV/Å
Electronic energy ... -107117.462 eV